Entry from OMol25: a structure of composition C18H32F6NO3PSSiTl (ωB97M-V with the def2-TZVPD basis set).

Last column: Löwdin spin population.
Atoms and positions in Å:
Tl1 2.746 -1.042 0.225  -0.004
C1 0.317 -2.191 -3.469  0.000
C2 -0.398 -2.263 -2.116  0.000
C3 -0.013 -3.547 -1.384  0.000
C4 -1.916 -2.223 -2.329  0.000
O1 0.063 -1.190 -1.308  0.000
Si1 -0.420 0.391 -1.167  0.000
S1 1.104 1.458 -0.304  0.002
O2 -0.796 0.812 -2.738  0.000
C5 -1.366 1.988 -3.289  0.000
C6 -1.053 3.263 -2.502  0.000
C7 -0.786 2.114 -4.701  0.000
C8 -2.888 1.799 -3.358  0.000
O3 -1.936 0.441 -0.490  0.000
C9 -2.372 0.248 0.853  0.000
C10 -1.839 -1.066 1.417  0.003
C11 -1.928 1.411 1.738  0.000
C12 -3.901 0.200 0.783  0.000
H1 0.017 -3.017 -4.119  0.000
H2 1.396 -2.233 -3.313  0.000
H3 0.070 -1.241 -3.943  0.000
H4 -0.281 -4.424 -1.979  0.000
H5 -0.525 -3.591 -0.421  0.000
H6 1.062 -3.554 -1.197  0.000
H7 -2.227 -3.021 -3.008  0.000
H8 -2.200 -1.259 -2.748  0.000
H9 -2.433 -2.347 -1.376  0.000
H10 0.015 3.335 -2.310  0.000
H11 -1.554 3.242 -1.533  0.000
H12 -1.392 4.135 -3.067  0.000
H13 0.302 2.144 -4.631  0.000
H14 -1.142 3.025 -5.188  0.000
H15 -1.074 1.249 -5.301  0.000
H16 -3.241 1.506 -2.369  0.000
H17 -3.141 1.010 -4.070  0.000
H18 -3.381 2.725 -3.663  0.000
H19 -0.749 -1.057 1.443  0.004
H20 -2.162 -1.906 0.797  0.000
H21 -2.195 -1.212 2.438  0.000
H22 -0.842 1.471 1.746  0.000
H23 -2.273 1.258 2.764  0.000
H24 -2.327 2.352 1.352  0.000
H25 -4.212 -0.575 0.078  0.000
H26 -4.295 1.159 0.439  0.000
H27 -4.321 -0.024 1.766  0.000
N1 1.767 -1.436 2.390  0.498
C13 1.542 -0.715 3.463  0.039
C14 1.874 0.692 3.541  0.137
C15 1.567 1.450 4.644  -0.004
C16 0.934 0.886 5.758  0.175
C17 0.624 -0.476 5.740  -0.004
C18 0.912 -1.255 4.642  0.138
H28 2.355 1.130 2.677  0.005
H29 1.820 2.506 4.657  -0.005
H30 0.696 1.494 6.623  0.013
H31 0.147 -0.926 6.607  -0.005
H32 0.663 -2.310 4.640  0.006
F1 4.950 0.341 1.479  0.000
P1 6.511 -0.113 1.456  0.000
F2 6.250 -1.101 2.707  0.000
F3 6.139 -1.317 0.431  0.000
F4 6.778 0.873 0.196  0.000
F5 6.881 1.089 2.476  0.000
F6 8.078 -0.570 1.422  0.000

- Total energy: -2786.7405 hartree
- HOMO-LUMO gap (spin up / spin down): 0.21723 / 0.20308 Ha
- Expectation value of S²: 0.802
- 2S+1: 2
- Energy relative to the best compared isomer or geometry (same formula, charge and spin): 3.31 kcal per mole
- Lowest unoccupied orbital energy (spin up / spin down): 4.29 / 4.29 eV
- Molecular weight: 720.0 u
- Total charge: -2